Computed, not measured: 11 unconnected molecules or ions with the total composition C47H92ClN7O23 in a non-equilibrium geometry, with wB97M-V/def2-TZVPD.

```
! wB97M-V def2-TZVPD RIJCOSX def2/J DEFGRID3
* xyz 0 1
Cl -0.957 0.070 0.316
O -1.122 0.278 4.689
O -4.137 -1.421 -2.139
O -2.985 4.506 1.177
O 2.010 -2.331 -1.885
O -0.385 -1.180 -0.120
O 5.547 -7.125 2.406
O 5.573 -1.664 0.740
O 1.131 7.099 -0.303
O 2.075 -6.392 -5.436
O 1.059 -4.945 0.248
O -0.755 2.889 -2.759
O 0.238 0.941 0.369
O 2.394 -6.862 -1.091
O -1.456 0.004 1.647
O 4.510 -5.761 -3.943
O 3.910 3.430 1.129
O 3.617 -6.067 4.072
O -0.037 -2.742 -3.343
O -0.314 0.161 -3.360
O -2.019 0.498 -0.571
O -1.016 1.047 -7.961
O -7.488 -1.162 3.609
O -1.321 3.836 -7.416
N -3.993 -4.252 -1.026
N -3.493 3.803 -2.373
N 2.123 6.930 -2.924
N -0.123 -2.289 3.459
N 6.729 0.053 -1.365
N 1.521 3.660 2.686
N -4.460 -0.734 1.582
C -0.630 0.639 -5.702
C -2.641 4.446 -0.181
C -1.184 1.738 4.716
C 1.679 -2.508 4.926
C 0.950 -3.515 -3.565
C -2.797 -3.998 -0.119
C 0.981 7.428 1.019
C -5.259 -0.490 2.758
C -3.713 -3.758 -2.490
C 3.996 -7.063 0.621
C 2.766 3.798 3.397
C -4.767 3.060 -0.533
C 2.945 2.572 4.366
C 0.331 -1.760 4.683
C 0.219 -0.154 4.542
C 1.972 5.718 -2.045
C 3.439 -6.091 2.864
C 4.292 -6.795 1.935
C 2.213 -3.274 -2.830
C 3.358 -4.016 -2.945
C -1.067 3.337 -5.065
C 4.521 0.514 -2.246
C -3.880 4.283 -1.079
C 2.711 -6.516 0.062
C 1.041 -4.583 -4.469
C -1.091 2.980 -6.535
C -0.846 2.425 -4.064
C 4.989 -2.851 1.333
C 5.032 3.765 0.386
C 3.897 4.087 2.395
C -5.284 1.011 3.202
C 2.084 -5.336 -4.578
C -1.899 4.629 2.102
C 3.464 -5.136 -3.839
C -4.313 -5.756 -0.926
C 2.047 -5.597 0.966
C -6.611 -1.106 2.466
C 3.150 4.782 -2.493
C 4.818 -1.149 -0.364
C -8.703 -1.706 3.188
C 2.124 6.091 -0.608
C -0.619 0.979 -4.238
C 2.300 -5.344 2.231
C -5.152 -3.556 -0.320
C -0.876 1.513 -6.693
C 5.329 0.150 -0.960
C -3.164 -2.292 -2.694
H -9.104 -1.256 2.280
H 4.239 -2.567 2.071
H -3.261 -4.546 -3.091
H 0.724 0.321 5.382
H -2.047 -4.710 -0.463
H -3.156 -4.401 0.827
H 2.254 -2.596 4.004
H 5.240 0.837 -0.118
H 2.345 -1.967 5.598
H 2.172 5.175 -0.019
H 1.088 -2.091 -1.769
H -6.445 -2.130 2.133
H 3.955 5.143 2.132
H 1.407 2.743 2.278
H -1.349 3.694 2.209
H -4.435 2.027 -0.630
H 7.235 -0.177 -0.521
H -0.396 -0.358 -6.045
H -3.446 -6.158 -1.451
H 1.754 6.711 -3.838
H -2.840 4.486 -2.731
H 0.639 0.030 3.553
H -1.261 5.452 1.779
H 2.011 2.305 4.861
H 5.722 -3.512 1.795
H -0.544 2.076 3.901
H 4.812 1.489 -2.637
H 5.128 3.389 -0.632
H -3.534 -0.400 1.810
H -8.633 -2.749 2.880
H -2.122 3.491 -0.263
H 6.756 -0.691 -2.047
H 1.739 -4.593 2.767
H 4.700 -1.984 -1.055
H -2.365 -2.997 -0.144
H 3.841 -0.918 0.059
H 0.249 -4.823 -5.163
H -4.762 -0.999 3.583
H -5.760 2.964 -0.973
H -4.308 1.414 3.470
H -4.762 -2.558 -0.114
H -4.975 3.272 0.516
H 4.147 -3.716 -2.271
H -2.244 -2.195 -2.117
H 2.679 4.679 4.034
H 4.344 -3.327 0.593
H 3.459 0.486 -2.001
H -2.236 2.011 4.644
H -4.708 -3.654 -2.922
H -4.485 5.188 -1.033
H 1.294 6.622 1.683
H 3.197 1.727 3.726
H -0.024 7.765 1.271
H -0.548 2.184 -2.142
H -5.366 -3.989 0.657
H -0.701 -1.518 3.158
H -7.134 -0.457 1.763
H 5.211 4.840 0.378
H 3.109 3.859 -1.915
H 4.908 3.982 2.790
H 1.526 7.563 -2.411
H 2.983 -6.652 -5.608
H 4.761 -7.501 -0.003
H 3.788 2.663 5.052
H 1.504 -3.497 5.348
H 5.845 -6.372 2.921
H -3.700 -0.651 -1.768
H -4.762 -0.083 0.871
H -9.496 -1.392 3.867
H -4.421 -6.119 0.096
H 3.118 6.478 -0.382
H 5.889 3.341 0.910
H -1.088 1.798 -8.554
H 1.110 5.066 -2.187
H -6.024 1.160 3.989
H -5.629 1.604 2.355
H -2.967 2.941 -2.351
H -5.123 -6.001 -1.613
H 1.369 4.304 1.923
H 0.886 -5.249 -0.646
H -0.404 -1.998 5.452
H -1.203 4.401 -4.945
H -0.692 2.177 5.584
H 0.539 -2.461 2.716
H 4.134 5.221 -2.329
H -2.937 -2.146 -3.750
H 1.758 8.148 1.275
H -6.050 -3.429 -0.925
H 4.403 -0.274 -2.991
H -2.189 5.034 3.071
H -2.002 5.224 -0.600
H 3.137 4.503 -3.547
*
```

Energy relative to the best compared isomer or geometry (same formula, charge and spin)   5.355 eV
Molecular weight   1158.7 u
Max |F|   5.67 eV/A
Frontier orbital gap   0.2336 hartree
E_LUMO   -2.05 eV
Energy   -120257.206 eV